Entry 1:
Formula: C12H10NO
Source: OMol25
Level of theory: ωB97M-V/def2-TZVPD

```
! wB97M-V def2-TZVPD RIJCOSX def2/J DEFGRID3
* xyz -1 1
C -1.671 0.485 2.671
C -2.389 1.352 1.924
C -0.744 -0.341 1.975
C -2.162 1.591 0.640
C -0.483 -0.112 0.668
C -1.124 0.904 -0.080
C 2.727 -1.106 -0.538
C 2.637 -0.392 -1.681
C 1.617 -1.505 0.159
C 1.454 -0.085 -2.323
C 0.244 -1.150 -0.277
C 0.218 -0.502 -1.701
N -0.709 1.115 -1.272
O -1.168 1.739 -2.316
H -1.830 0.456 3.709
H -3.181 1.930 2.557
H -0.104 -1.103 2.528
H -2.669 2.370 0.099
H 3.686 -1.441 -0.090
H 3.631 -0.053 -2.013
H 1.545 -1.957 1.177
H 1.314 0.729 -2.965
H -0.354 -2.161 -0.350
H -0.486 -0.764 -2.502
*
```

Max |F| ... 6.6 eV/Å
E_tot ... -593.11182 Ha
Molar mass ... 184.2 g/mol

---

Entry 2:
Formula: C4H11NO2S
Source: OMol25
Level of theory: ωB97M-V/def2-TZVPD

```
! wB97M-V def2-TZVPD RIJCOSX def2/J DEFGRID3
* xyz 0 1
C 2.324 1.978 -0.726
C 1.238 1.045 -1.173
O 0.856 1.002 -2.329
N 0.727 0.187 -0.234
C -0.038 -0.932 -0.688
C -0.254 -1.997 0.361
S -0.903 -1.455 1.973
H 2.445 2.743 -1.467
H 2.257 2.412 0.271
H 3.229 1.388 -0.663
H 0.955 0.346 0.733
H -1.013 -0.642 -1.109
H 0.393 -1.391 -1.553
H 0.642 -2.498 0.651
H -0.989 -2.693 -0.046
H -1.942 -0.699 1.594
O -1.909 1.549 0.302
H -1.479 1.317 -0.525
H -2.801 1.836 0.072
*
```

Max |F| ... 1.5 eV/Å
E_tot ... -762.44227 Ha
Molar mass ... 137.2 g/mol
SMILES ... CC(=O)NCCS.O
Energy relative to the best compared isomer or geometry (same formula, charge and spin) ... 0.192 eV

---

Entry 3:
Formula: C8H22F24N2P4
Source: OMol25
Level of theory: ωB97M-V/def2-TZVPD

```
! wB97M-V def2-TZVPD RIJCOSX def2/J DEFGRID3
* xyz -2 1
N -2.568 -1.465 -0.335
H -3.580 -1.680 -0.184
H -2.330 -2.436 -0.585
H -2.060 -1.144 0.479
H -2.422 -0.950 -1.203
C 1.387 -0.518 -1.010
C 2.074 0.828 -0.713
C 2.785 0.785 0.630
N 3.446 2.084 1.076
C 2.396 3.146 1.371
C 4.417 2.628 0.037
C 5.701 2.857 0.839
C 5.700 1.691 1.782
C 4.278 1.759 2.349
H 2.153 -1.295 -1.082
H 0.898 -0.480 -1.981
H 0.719 -0.763 -0.189
H 1.370 1.661 -0.706
H 2.781 1.027 -1.524
H 3.524 -0.019 0.656
H 2.064 0.536 1.412
H 1.869 3.341 0.441
H 2.918 4.060 1.650
H 1.744 2.795 2.167
H 4.053 3.431 -0.595
H 4.573 1.755 -0.598
H 5.591 3.796 1.386
H 6.620 2.915 0.257
H 6.378 1.805 2.631
H 5.903 0.711 1.354
H 4.033 2.455 3.146
H 3.971 0.759 2.648
P -1.390 -5.146 -0.175
F -0.957 -3.615 -0.620
F -2.913 -4.607 -0.171
F -1.516 -5.572 -1.756
F -1.855 -6.599 0.290
F 0.173 -5.644 -0.225
F -1.158 -4.662 1.361
P -6.058 -1.157 0.101
F -5.039 0.112 0.211
F -5.239 -1.691 -1.202
F -4.996 -2.073 0.975
F -7.075 -2.394 -0.135
F -6.737 -0.708 1.505
F -7.060 -0.224 -0.763
P -2.682 -0.278 -4.135
F -1.740 -1.003 -5.210
F -1.251 0.054 -3.338
F -2.669 1.160 -4.884
F -3.635 0.416 -3.011
F -4.011 -0.690 -4.965
F -2.713 -1.632 -3.258
P -1.388 1.393 1.994
F -1.877 1.689 3.505
F -2.023 -0.090 2.068
F -2.849 1.928 1.444
F -0.958 1.093 0.476
F -0.872 2.942 1.790
F 0.105 0.924 2.520
*
```

Max |F| ... 3.5 eV/Å
E_tot ... -4190.73910 Ha
Molar mass ... 726.1 g/mol

---

Entry 4:
Formula: C4H9NO2
Source: OMol25
Level of theory: ωB97M-V/def2-TZVPD

```
! wB97M-V def2-TZVPD RIJCOSX def2/J DEFGRID3
* xyz 0 1
C -2.062 -0.772 -0.321
C -0.644 -0.286 -0.582
O -0.744 0.979 -1.191
C 0.148 -0.239 0.729
N 1.596 -0.127 0.565
C 2.205 1.023 0.211
O 1.623 2.047 -0.118
H -2.073 -1.781 0.106
H -2.625 -0.784 -1.256
H -2.567 -0.087 0.367
H -0.129 -0.998 -1.251
H 0.026 1.517 -0.936
H -0.204 0.614 1.321
H -0.034 -1.152 1.303
H 2.177 -0.916 0.804
H 3.308 0.962 0.247
*
```

Max |F| ... 0.4 eV/Å
E_tot ... -363.05922 Ha
Molar mass ... 103.1 g/mol
SMILES ... C[C@@H](O)CNC=O
Energy relative to the best compared isomer or geometry (same formula, charge and spin) ... 0.716 eV

---

Entry 5:
Formula: C3H5F2N2
Source: OMol25
Level of theory: ωB97M-V/def2-TZVPD

```
! wB97M-V def2-TZVPD RIJCOSX def2/J DEFGRID3
* xyz 1 1
C -0.058 0.680 -1.125
C 1.485 0.175 0.347
C 0.215 0.334 1.076
N 1.196 0.434 -1.093
N -0.635 0.604 0.098
F -1.963 0.799 0.319
F -1.327 -1.913 -0.501
H -0.529 1.129 -2.011
H 2.395 0.480 0.797
H 1.604 -0.931 0.240
H -2.184 -1.862 -0.186
H -0.200 0.071 2.040
*
```

Max |F| ... 3.7 eV/Å
E_tot ... -426.15513 Ha
Molar mass ... 107.1 g/mol
Energy relative to the best compared isomer or geometry (same formula, charge and spin) ... 3.507 eV

---

Entry 6:
Formula: C27H21BF2N6O3Re
Source: OMol25
Level of theory: ωB97M-V/def2-TZVPD

```
! wB97M-V def2-TZVPD RIJCOSX def2/J DEFGRID3
* xyz 0 4
Re -0.046 0.275 -0.031
O 1.199 1.177 1.396
C 2.429 1.500 1.474
C 2.894 2.146 2.649
C 4.188 2.568 2.774
C 5.098 2.357 1.736
C 4.695 1.700 0.598
C 3.375 1.255 0.427
C 2.981 0.560 -0.775
N 1.763 0.160 -1.166
C 1.906 -0.462 -2.374
C 3.213 -0.444 -2.736
N 3.874 0.201 -1.733
H 2.177 2.294 3.445
H 4.505 3.064 3.680
H 6.109 2.721 1.826
H 5.426 1.534 -0.182
H 1.061 -0.874 -2.886
H 3.713 -0.837 -3.595
H 4.867 0.344 -1.677
O -1.909 0.635 1.132
N -1.905 0.291 2.331
N -0.947 -0.258 2.885
O 0.323 -1.503 0.968
C -0.947 -0.607 4.211
C 0.246 -1.074 4.761
C 0.305 -1.391 6.103
C -0.817 -1.264 6.903
C -2.010 -0.815 6.359
C -2.082 -0.490 5.022
H 1.113 -1.190 4.129
H 1.229 -1.751 6.526
H -0.765 -1.520 7.950
H -2.887 -0.725 6.985
H -3.002 -0.147 4.575
C -0.151 5.939 -0.511
C -0.721 5.502 -1.698
C -0.927 4.157 -1.929
C -0.574 3.215 -0.957
C -0.019 3.665 0.242
C 0.203 5.012 0.455
N -0.778 1.841 -1.181
N -1.527 1.592 -2.196
C -1.734 0.274 -2.441
C -2.513 -0.151 -3.526
C -2.671 -1.500 -3.743
C -2.050 -2.428 -2.906
C -1.283 -2.006 -1.836
C -1.114 -0.651 -1.555
H 0.012 6.994 -0.339
H -0.997 6.224 -2.451
H -1.366 3.811 -2.851
H 0.216 2.955 1.016
H 0.656 5.344 1.378
H -2.970 0.580 -4.174
H -3.280 -1.846 -4.564
H -2.175 -3.486 -3.094
H -0.799 -2.729 -1.195
F 1.392 -3.557 0.818
B 0.475 -2.706 1.345
F -0.246 -3.302 2.321
*
```

Max |F| ... 6.0 eV/Å
E_tot ... -1898.71715 Ha
Molar mass ... 712.5 g/mol
Energy relative to the best compared isomer or geometry (same formula, charge and spin) ... 0.000 eV

---

Entry 7:
Formula: C6H3N4O2
Source: OMol25
Level of theory: ωB97M-V/def2-TZVPD

```
! wB97M-V def2-TZVPD RIJCOSX def2/J DEFGRID3
* xyz -1 1
C -0.372 -1.321 -1.954
C 0.031 -1.521 -0.647
C -0.208 -0.070 -2.492
C 0.517 -0.480 0.225
C 0.515 0.712 -0.506
C 1.434 2.169 1.212
N -0.886 -1.061 3.834
N 0.157 0.982 -1.786
N 1.037 1.877 0.139
N -1.201 -0.095 3.338
O -1.448 1.006 2.989
O 1.709 2.718 2.191
H -0.781 -2.210 -2.628
H -0.084 -2.620 -0.373
H -0.420 -0.083 -3.542
*
```

Max |F| ... 2.6 eV/Å
E_tot ... -599.86892 Ha
Molar mass ... 163.1 g/mol
Energy relative to the best compared isomer or geometry (same formula, charge and spin) ... 1.170 eV

---

Entry 8:
Formula: C3H4NS
Source: OMol25
Level of theory: ωB97M-V/def2-TZVPD

```
! wB97M-V def2-TZVPD RIJCOSX def2/J DEFGRID3
* xyz 1 1
C 0.933 0.064 1.231
C 1.224 -1.928 -0.864
C -0.908 0.981 -0.084
N 0.009 0.602 0.674
S 1.991 -1.554 0.417
H 1.363 0.352 2.173
H 1.339 -2.624 -1.662
H -0.713 1.711 -0.859
H -1.910 0.588 0.034
*
```

Max |F| ... 1.8 eV/Å
E_tot ... -569.22086 Ha
Molar mass ... 86.1 g/mol
Energy relative to the best compared isomer or geometry (same formula, charge and spin) ... 3.447 eV